{"formula": "C7H16ClPS2", "method": "ωB97M-V with the def2-TZVPD basis set", "elements": ["C", "C", "C", "C", "C", "C", "C", "P", "S", "S", "Cl", "H", "H", "H", "H", "H", "H", "H", "H", "H", "H", "H", "H", "H", "H", "H", "H"], "positions_angstrom": [[2.945575, 1.193191, -0.939871], [1.084891, 2.916871, -1.124703], [-2.284217, -1.034033, -0.175952], [-0.449821, -2.463220, 0.813131], [-1.753230, -0.892973, 2.277858], [1.652962, 1.606346, -1.635759], [-1.197757, -1.142524, 0.880628], [0.422106, 0.232088, -1.404032], [0.840095, -1.420460, -2.334296], [0.004498, 0.265459, 0.620239], [-2.002873, 1.683274, -2.994652], [3.293974, 0.228650, -1.307957], [3.717540, 1.934811, -1.137858], [2.802121, 1.124963, 0.137398], [1.837597, 3.701572, -1.203283], [0.792953, 2.829695, -0.079299], [0.214944, 3.203632, -1.712212], [-1.882209, -1.185890, -1.175773], [-3.045507, -1.789605, 0.005601], [-2.752775, -0.053116, -0.148858], [0.338251, -2.502126, 1.561163], [-0.008750, -2.615798, -0.169186], [-1.145836, -3.277420, 0.998716], [-0.950490, -0.856821, 3.010871], [-2.292975, 0.050498, 2.312407], [-2.434508, -1.695324, 2.551450], [1.803995, 1.651612, -2.719509]], "forces_ev_per_angstrom": [[0.039, -0.292, 0.009], [-0.101, 0.137, -0.091], [0.001, 0.096, 0.020], [0.085, 0.041, -0.078], [0.168, 0.250, -0.095], [-0.541, -0.018, -0.108], [-0.044, -0.145, -0.160], [0.365, -0.312, -0.843], [-0.573, 1.141, 0.382], [-0.270, 0.117, -0.614], [1.344, -0.740, 0.993], [0.070, 0.008, 0.043], [-0.014, 0.101, -0.039], [0.050, 0.020, 0.052], [0.052, -0.018, -0.008], [0.005, 0.108, 0.067], [-0.097, 0.033, 0.048], [-0.111, -0.058, -0.053], [-0.064, -0.133, 0.052], [-0.066, 0.057, -0.057], [0.078, -0.037, 0.094], [-0.021, -0.032, 0.077], [-0.141, -0.105, 0.076], [0.053, -0.048, 0.150], [-0.090, 0.064, 0.035], [-0.046, -0.109, -0.043], [-0.131, -0.125, 0.090]], "multiplicity": 1, "de_lowest_kcal_mol": 4.5, "lumo_ev": [-2.5, -2.5], "gap_ev": [6.4, 6.4], "total_energy_ev": -51000.407}